[1]
C20H34N11PbTe | ωB97M-V/def2-TZVPD

CARTESIAN COORDINATES (ANGSTROEM)
N1 -3.51 3.36 -2.26
C1 3.03 2.48 -3.04
H1 5.13 -1.44 2.83
H2 3.80 -3.44 2.72
C2 5.17 0.38 1.80
H3 4.19 1.98 0.66
C3 -2.41 -7.98 2.70
H4 -2.49 -0.59 1.04
H5 0.62 4.72 -1.95
H6 3.72 4.96 -2.05
N2 -4.72 -0.28 0.12
H7 0.49 3.39 -3.15
N3 3.00 0.29 1.22
N4 2.85 -3.12 2.66
C4 -0.37 -7.37 1.58
N5 -3.77 1.34 -1.18
H8 1.81 -4.76 3.57
H9 -4.99 3.17 -3.76
C5 1.75 -3.88 2.95
N6 -2.43 0.11 0.31
C6 -1.86 -5.65 2.43
H10 4.10 3.76 -0.83
H11 6.19 0.66 1.97
H12 -5.62 -0.08 -0.28
H13 -4.69 -1.01 0.81
H14 -2.03 4.84 -1.96
H15 2.33 1.79 -3.52
H16 -2.11 -4.61 2.57
N7 1.14 2.86 0.17
H17 -2.09 4.18 -3.62
H18 -4.70 1.39 -1.54
C7 2.41 -1.87 2.25
H19 3.46 3.11 -3.81
Te1 0.61 -4.57 0.94
C8 -2.72 -6.63 2.90
C9 -4.91 3.42 -2.70
H20 3.84 1.90 -2.60
N8 4.63 -0.77 2.26
H21 1.81 2.99 0.93
N9 1.75 2.35 -1.02
C10 -2.68 4.47 -2.75
C11 1.17 4.09 -2.66
H22 -5.28 4.44 -2.57
C12 4.14 1.02 1.15
Pb1 -0.24 0.85 -0.29
H23 -3.62 -6.35 3.42
C13 -3.59 0.37 -0.21
C14 -0.69 -6.03 1.78
H24 -0.33 -3.09 3.18
H25 0.55 -7.66 1.08
H26 -3.09 -8.74 3.06
H27 1.56 4.76 -3.42
C15 2.31 3.33 -2.00
C16 3.28 4.29 -1.31
C17 0.63 -3.02 2.70
H28 -1.02 -9.38 1.88
H29 -3.33 5.29 -3.04
H30 2.49 1.71 -0.73
C18 3.32 -0.80 1.89
C19 -2.93 2.36 -1.61
C20 -1.25 -8.34 2.03
H31 0.72 3.77 -0.02
H32 -5.58 2.78 -2.13
N10 1.11 -1.79 2.26
H33 2.78 4.91 -0.57
N11 -1.64 2.31 -1.39
H34 -1.17 3.09 -1.82

The LUMO energy is -8.301 eV. As for the highest occupied orbital energy: -15.939 eV. Its total charge is +3. Its multiplicity is 1. The HOMO-LUMO gap comes out at 7.639 eV. The value obtained for the maximum force is 0.74 eV/A. The value obtained for the energy above the lowest of the compared OMol25 structures with the same formula, charge and spin is 99.8 kJ/mol.



[2]
C20H34N4O2 | ωB97M-V/def2-TZVPD

CARTESIAN COORDINATES (ANGSTROEM)
C1 -3.92 -4.41 2.27
H1 2.60 1.18 -4.50
H2 -2.86 -0.38 -1.54
C2 -1.53 -3.74 3.85
O1 -1.49 2.68 0.49
C3 4.79 4.04 -3.12
H3 1.62 0.88 -2.58
H4 -4.94 -4.79 2.18
H5 1.27 2.46 -1.85
C4 -2.41 0.14 -0.68
H6 -2.49 -1.82 4.06
N1 3.15 2.25 -2.81
C5 -1.22 0.99 -1.14
H7 -1.84 -4.00 4.87
H8 -3.03 -6.37 2.18
N2 -0.89 -2.33 1.42
C6 1.44 0.59 0.18
C7 2.56 1.17 -0.68
H9 3.85 4.70 -4.94
C8 -3.90 -3.18 3.17
H10 3.65 3.63 -1.34
H11 -1.19 -4.72 1.98
N3 0.46 1.58 0.59
H12 -0.45 0.35 -1.57
H13 -4.54 -2.40 2.77
C9 0.86 2.39 1.73
C10 -3.01 -5.50 2.83
H14 -3.57 -4.14 1.27
H15 -1.57 1.68 -1.90
C11 -1.99 -2.08 2.05
H16 0.06 3.09 1.94
H17 -0.52 -3.35 3.89
H18 1.88 0.17 1.10
H19 2.69 4.31 -2.67
H20 0.95 -0.24 -0.33
N4 -0.88 -1.56 0.31
H21 3.30 0.39 -0.87
H22 -4.28 -3.46 4.16
H23 1.04 1.75 2.60
O2 -2.73 -1.15 1.40
C12 4.61 3.98 -4.63
H24 3.96 2.51 -6.08
C13 -2.47 -2.65 3.34
H25 4.95 1.86 -4.76
H26 5.05 5.05 -2.80
H27 -3.38 -5.81 3.82
C14 -0.75 1.82 0.04
H28 -3.17 0.78 -0.22
H29 3.06 1.97 -0.13
C15 -1.97 -0.87 0.32
H30 2.07 2.88 -4.53
H31 -0.94 -5.75 3.39
C16 3.50 3.60 -2.42
C17 2.90 2.20 -4.24
C18 4.16 2.58 -5.01
H32 1.78 2.94 1.50
H33 5.59 3.37 -2.82
C19 -1.58 -4.98 2.97
H34 5.54 4.24 -5.14
C20 2.06 1.71 -2.02

The LUMO energy is 0.824 eV. As for the highest occupied orbital energy: -8.519 eV. Its total charge is 0. Its multiplicity is 1. The HOMO-LUMO gap comes out at 9.343 eV. Its SMILES is CN(CCCN1CCCCC1)C(=O)CCc1nnc(C2CCCCC2)o1. The value obtained for the maximum force is 1.41 eV/A. The value obtained for the energy above the lowest of the compared OMol25 structures with the same formula, charge and spin is 55.6 kJ/mol.



[3]
C20H34N6O2 | ωB97M-V/def2-TZVPD

CARTESIAN COORDINATES (ANGSTROEM)
C1 3.93 0.51 -1.31
H1 3.32 -2.03 -5.21
C2 2.24 2.34 -1.45
C3 -0.29 2.28 -1.12
H2 -4.97 1.02 4.47
O1 5.01 0.10 -0.91
H3 3.76 0.14 -4.11
H4 -1.63 0.38 5.65
H5 -2.48 -1.04 6.29
H6 -5.50 -0.39 2.94
H7 2.32 -1.44 -0.38
N1 -1.34 1.55 -0.43
C4 -4.17 0.71 5.14
N2 -3.26 -0.21 4.49
N3 -4.02 -1.01 1.62
C5 -2.64 -0.40 0.10
H8 -3.19 -2.18 3.83
H9 0.40 -3.67 -4.31
C6 -1.57 0.23 -0.71
H10 -2.73 0.59 2.12
H11 4.78 -0.99 -3.24
H12 -1.55 4.00 -1.47
H13 -1.44 -1.18 4.85
C7 1.49 -3.79 -4.36
H14 5.23 2.08 0.09
C8 -2.15 -0.54 5.37
C9 -3.95 -1.42 4.06
N4 -4.20 -1.81 0.56
C10 -4.81 -1.22 2.82
H15 3.79 2.90 0.73
C11 -3.05 -0.11 1.37
O2 -0.92 -0.38 -1.54
C12 2.17 -2.69 -3.60
H16 -3.63 1.61 5.43
C13 -0.58 3.77 -1.04
H17 0.76 -2.14 -2.09
N5 3.51 1.79 -1.03
C14 1.08 1.91 -0.55
H18 2.02 2.06 -2.48
H19 -4.58 -1.83 4.86
C15 1.78 -2.55 -2.15
C16 3.04 -0.39 -2.14
H20 0.17 4.34 -1.58
H21 1.78 -3.79 -5.41
H22 2.34 3.42 -1.44
H23 3.69 -2.19 -1.19
H24 -4.63 0.28 6.05
H25 1.72 -4.76 -3.93
H26 1.72 -3.54 -1.70
C17 4.33 2.63 -0.18
H27 1.11 0.82 -0.45
H28 -0.58 4.11 0.00
H29 -1.99 2.04 0.15
H30 -0.31 1.96 -2.17
H31 1.19 2.33 0.45
H32 4.61 3.55 -0.70
C18 2.74 -1.67 -1.36
H33 2.08 0.08 -2.37
C19 3.06 -1.88 -4.16
N6 -3.37 -1.45 -0.36
C20 3.74 -0.74 -3.45
H34 -5.39 -2.12 2.63

The LUMO energy is 0.367 eV. As for the highest occupied orbital energy: -8.386 eV. Its total charge is 0. Its multiplicity is 1. The HOMO-LUMO gap comes out at 8.754 eV. Its SMILES is CC1=CC[C@H](C(=O)N(C)CC[C@H](C)NC(=O)c2cn(CCN(C)C)nn2)CC1. The value obtained for the maximum force is 0.06 eV/A. The value obtained for the energy above the lowest of the compared OMol25 structures with the same formula, charge and spin is 97.5 kJ/mol.



[4]
C20H34N8O8S4 | ωB97M-V/def2-TZVPD

CARTESIAN COORDINATES (ANGSTROEM)
C1 0.68 1.16 4.28
H1 -6.11 0.08 -3.45
N1 4.26 1.98 4.21
H2 -7.61 -4.41 -1.12
H3 1.34 -3.43 -2.32
C2 -6.95 -0.09 -2.79
H4 3.41 -1.19 2.33
N2 5.55 -1.58 0.01
H5 4.77 2.78 0.92
H6 -7.84 0.40 -3.18
C3 0.25 2.05 -1.45
C4 5.67 3.31 1.34
O1 -0.79 -4.54 -1.16
H7 -9.13 -4.83 -0.34
H8 -10.11 -2.66 -0.91
H9 7.77 2.87 1.64
H10 1.95 -2.46 -3.66
S1 6.50 0.65 -1.13
H11 -6.72 0.27 -1.79
H12 -0.04 -1.36 -2.54
H13 -9.51 -3.39 -2.39
N3 3.04 3.53 2.75
H14 5.86 4.24 0.75
H15 6.34 3.29 3.50
H16 -0.31 -1.72 -4.24
C5 -0.57 1.91 3.69
O2 -7.79 -2.27 -3.97
H17 3.46 1.97 -1.95
N4 4.69 -2.08 0.96
H18 -8.10 -3.56 0.33
C6 7.23 2.14 -0.34
H19 -0.54 3.01 3.85
N5 1.91 2.94 3.08
C7 5.49 -0.25 0.06
C8 4.16 -1.01 1.54
C9 4.14 3.00 3.32
N6 3.13 1.40 4.54
C10 -9.20 -2.97 -1.43
O3 4.60 0.20 1.03
H20 0.74 0.18 3.74
C11 -0.82 1.56 2.16
H21 -3.30 -4.67 -2.44
H22 -3.86 -3.04 -1.95
C12 5.50 3.67 2.88
C13 1.10 -3.04 -3.31
O4 -6.09 -2.46 -2.13
H23 -1.46 1.53 4.27
S2 -1.26 2.40 -0.52
O5 -8.42 -1.79 -1.62
H24 6.79 1.38 1.76
H25 -1.90 1.25 2.09
H26 8.35 2.08 -0.45
C14 2.03 1.90 3.93
C15 6.89 2.33 1.19
C16 -3.27 -3.90 -1.67
H27 0.43 3.09 1.05
C17 -0.15 -2.17 -3.26
S3 -1.59 -3.39 -1.46
N7 1.65 1.34 -2.99
H28 -1.18 3.68 1.56
C18 -8.47 -4.00 -0.59
O6 1.52 2.36 -1.02
H29 -0.22 0.69 1.79
H30 -3.61 -4.31 -0.72
C19 2.36 1.90 -2.01
O7 -1.56 -2.22 -0.62
H31 0.60 0.95 5.38
H32 0.95 -3.89 -3.97
H33 5.36 4.77 3.00
H34 6.88 3.04 -0.90
S4 -7.24 -1.83 -2.71
C20 -0.63 2.77 1.19
N8 0.34 1.43 -2.64
O8 -1.32 -2.95 -2.98

The LUMO energy is -1.204 eV. As for the highest occupied orbital energy: -8.882 eV. Its total charge is 0. Its multiplicity is 1. The HOMO-LUMO gap comes out at 7.678 eV. Its SMILES is c1nnc(SCCCCc2nnc(CCCCSc3nnco3)nn2)o1.CCOS(C)(=O)=O.CCOS(C)(=O)=O. The value obtained for the maximum force is 3.00 eV/A.